(1)
A structure of composition C27H12Cl44O3. Source: OMol25; level of theory: ωB97M-V/def2-TZVPD.

Atoms and positions in Å:
C (-2.6904, 3.4500, 1.0201)
C (-1.1407, 3.7098, 0.6179)
O (-0.3563, 3.0733, 1.6688)
C (0.4412, 2.0028, 1.1944)
C (0.0092, 0.8937, 0.1884)
C (0.9891, -0.2571, -0.2296)
C (2.4352, -0.3771, 0.3407)
C (2.8697, 0.7220, 1.3565)
C (1.9040, 1.8957, 1.7705)
C (2.5009, 2.9727, 2.8163)
O (2.3359, 4.2102, 2.6785)
C (3.3624, 2.3131, 4.0139)
C (3.2616, 2.8286, 5.4648)
C (4.1119, 2.0735, 6.5453)
C (5.0199, 0.8579, 6.1673)
C (5.1468, 0.3761, 4.6820)
C (4.3083, 1.1160, 3.6180)
C (4.3253, 0.6976, 2.0584)
O (5.3838, 0.3969, 1.4576)
H (-2.7930, 2.3178, 1.2064)
H (-2.8547, 3.9740, 2.0377)
H (-3.4296, 3.8327, 0.2349)
H (-0.9925, 4.8554, 0.6716)
H (-0.8892, 3.3840, -0.4455)
H (-1.0398, 0.8803, -0.2521)
H (0.6620, -1.0825, -0.9472)
H (3.1786, -1.1945, 0.0708)
H (2.6017, 3.7202, 5.7598)
H (4.0690, 2.4153, 7.6437)
H (5.6129, 0.2958, 6.9602)
H (5.7995, -0.5143, 4.3622)
C (-1.7182, 0.2405, 3.9317)
Cl (-3.0383, 1.3917, 4.2443)
Cl (-2.3414, -1.4212, 4.0486)
Cl (-1.0605, 0.5180, 2.2961)
Cl (-0.4305, 0.4761, 5.1330)
C (2.5995, 4.7700, -4.0731)
Cl (2.7013, 4.7978, -2.3044)
Cl (3.8633, 3.7039, -4.7249)
Cl (1.0012, 4.1693, -4.5730)
Cl (2.8319, 6.4163, -4.7007)
C (-2.2451, 2.2902, -6.5782)
Cl (-1.5227, 0.6957, -6.2775)
Cl (-3.9863, 2.1055, -6.8785)
Cl (-1.9957, 3.3290, -5.1584)
Cl (-1.4746, 3.0317, -7.9970)
C (7.4553, -2.7814, 0.0184)
Cl (7.7891, -4.5217, 0.1525)
Cl (8.0313, -2.1873, -1.5536)
Cl (5.7063, -2.5019, 0.1520)
Cl (8.2942, -1.9151, 1.3226)
C (-2.2206, -5.3324, 2.6016)
Cl (-2.9161, -4.7834, 4.1419)
Cl (-1.6869, -7.0199, 2.7606)
Cl (-3.4489, -5.2178, 1.3226)
Cl (-0.8298, -4.3102, 2.1811)
C (-6.6785, 4.2261, 1.2982)
Cl (-6.7165, 5.7189, 2.2612)
Cl (-8.2657, 3.4311, 1.3759)
Cl (-6.3201, 4.6421, -0.3965)
Cl (-5.4608, 3.1161, 1.9691)
C (-5.5217, 6.4428, -3.8444)
Cl (-6.2078, 4.8903, -3.2993)
Cl (-3.8190, 6.2808, -4.3294)
Cl (-6.4580, 7.0119, -5.2426)
Cl (-5.6420, 7.6306, -2.5288)
C (-5.5160, -3.9870, 6.9613)
Cl (-4.5637, -2.8680, 5.9599)
Cl (-4.9590, -5.6519, 6.6889)
Cl (-5.3098, -3.5680, 8.6754)
Cl (-7.2329, -3.8586, 6.5227)
C (1.5695, -5.3662, -1.3918)
Cl (1.6545, -3.8268, -0.5078)
Cl (-0.1035, -5.9633, -1.3800)
Cl (2.0970, -5.1138, -3.0700)
Cl (2.6293, -6.5565, -0.6059)
C (-0.9992, -2.7020, -8.9622)
Cl (0.0978, -3.4637, -10.1338)
Cl (-2.6009, -3.4632, -9.0688)
Cl (-0.3513, -2.9124, -7.3206)
Cl (-1.1419, -0.9688, -9.3238)
C (2.4642, -8.9809, -4.9052)
Cl (2.6530, -10.7092, -4.5375)
Cl (0.7938, -8.6644, -5.4219)
Cl (2.8255, -8.0223, -3.4538)
Cl (3.5833, -8.5270, -6.2086)

Output
Molecular weight ... 1944.3 g/mol
Orbital gap ... 7.6 eV
2S+1 ... 1
Charge ... 0

---

(2)
A structure of composition C27H12Cl5CrN3S2. Source: OMol25; level of theory: ωB97M-V/def2-TZVPD.

Atoms and positions in Å:
Cr (1.1285, -0.2174, -0.0339)
S (3.3042, -0.7217, 0.8163)
C (3.5872, 0.4679, 2.0509)
C (4.8527, 0.5637, 2.6390)
C (5.1408, 1.4759, 3.6452)
C (6.4654, 1.5296, 4.1995)
N (7.5318, 1.5714, 4.6331)
C (4.1290, 2.3353, 4.0967)
C (2.8688, 2.2580, 3.5197)
C (2.5631, 1.3521, 2.4978)
S (0.9639, 1.3392, 1.8192)
C (4.3725, 3.2882, 5.1446)
N (4.5482, 4.0534, 5.9877)
H (5.6336, -0.1010, 2.2925)
H (2.0900, 2.9240, 3.8683)
Cl (2.7102, 0.8198, -2.7383)
C (2.1725, -0.8422, -2.8444)
C (1.5018, -1.3849, -1.7540)
C (1.0808, -2.6968, -1.9328)
Cl (0.2210, -3.4738, -0.6221)
C (1.2992, -3.4341, -3.0954)
Cl (0.7315, -5.0685, -3.2515)
C (1.9841, -2.8460, -4.1530)
Cl (2.2721, -3.7323, -5.6151)
C (2.4283, -1.5341, -4.0270)
Cl (3.2832, -0.7924, -5.3438)
N (-0.6824, 0.0245, -0.4578)
C (-1.9280, 0.0816, -0.4575)
C (-2.7663, -0.8822, 0.3592)
C (-4.0101, -1.3516, -0.0569)
C (-4.6958, -2.3136, 0.6764)
C (-4.1482, -2.8164, 1.8473)
C (-2.9070, -2.3531, 2.2719)
C (-2.2234, -1.4012, 1.5333)
C (-2.6659, 1.1021, -1.3031)
C (-3.8713, 1.6841, -0.9174)
C (-4.4717, 2.6699, -1.6921)
C (-3.8782, 3.0832, -2.8759)
C (-2.6707, 2.5135, -3.2665)
C (-2.0703, 1.5413, -2.4834)
H (-4.4384, -0.9802, -0.9803)
H (-5.6567, -2.6736, 0.3261)
H (-4.6797, -3.5655, 2.4225)
H (-2.4626, -2.7440, 3.1796)
H (-1.2501, -1.0420, 1.8486)
H (-4.3350, 1.3762, 0.0123)
H (-5.4024, 3.1200, -1.3653)
H (-4.3456, 3.8485, -3.4846)
H (-2.1911, 2.8362, -4.1835)
H (-1.1134, 1.1091, -2.7520)

Output
⟨S²⟩ ... 6.03
Molecular weight ... 671.8 g/mol
Orbital gap (spin up / spin down) ... 5.1 / 6.1 eV
2S+1 ... 5
Charge ... -2